(1)
The following is a DFT calculation (the ωB97M-V functional and the def2-TZVPD basis) of a 4-piece molecular cluster, C25H39NO13 overall at a distorted geometry.

SMILES	CCCOc1ccc(CCO)c2c1C(=O)NC2=O.CCOC(=O)OC.CCOC(=O)OC.CCOC(=O)OC
F_max	0.0888	hartree/bohr
orbital gap	7.81	eV
net charge	0
lowest unoccupied orbital energy	-1.1	eV

XYZ file:
```
78
Properties=species:S:1:pos:R:3:forces:R:3
C 5.4980 6.3010 -0.3890 -0.10 -0.08 0.29
C -1.0733 -1.4971 0.5499 -3.07 1.11 0.41
C 4.8252 1.3464 0.9293 -0.23 -0.43 0.29
H 1.1200 0.2554 0.7132 -1.31 0.87 -1.05
O 6.3921 -4.0666 -1.7426 0.14 0.40 0.29
H 4.5129 -5.1496 -0.2904 -0.06 0.10 -0.08
H -7.4557 3.8023 -2.5440 0.14 -0.20 -0.04
H 2.8445 -4.6033 -0.0584 0.07 0.11 0.00
H 4.0000 1.0723 0.2683 0.06 0.17 0.08
C -2.3608 -2.2958 0.8823 -0.13 2.62 -0.29
C -3.4567 -2.6447 4.2887 0.14 0.07 -1.00
C -5.0285 -2.7922 3.9947 0.33 0.46 1.07
C -1.0810 0.0466 0.4679 -2.56 -2.02 0.21
O 4.0457 3.5370 -0.3348 0.42 -0.15 -0.05
C -3.7811 -0.0702 1.0272 3.08 -1.38 -0.40
H -2.5148 1.8839 0.6312 -0.17 -2.12 0.11
H 5.2815 7.2600 -0.8641 0.05 -0.07 -0.01
H 0.5168 0.8864 -0.9509 -0.42 -0.02 1.63
O -6.5165 0.1395 -3.1325 -0.13 0.53 0.10
C 5.8120 5.2445 -1.4317 -0.16 0.60 -0.15
H 6.3414 6.4259 0.2956 0.02 0.05 -0.18
O -6.0880 1.8560 -1.7060 -0.23 -0.19 -0.36
H -5.5729 -2.2705 4.8749 0.62 -0.75 -1.51
H -0.6635 2.8708 0.3074 1.45 -0.58 0.70
H -5.3115 -3.8981 4.0753 0.28 1.57 -0.51
C -6.5077 1.4281 -2.7561 0.11 0.05 -0.20
N -0.5635 -3.8548 0.6277 -0.82 -0.69 1.24
C -3.7485 -1.6117 1.1534 3.47 0.95 -1.10
H 3.5643 -2.2444 -0.1329 0.38 0.01 0.01
C 4.2285 -3.0146 -0.5281 -0.68 -0.23 0.00
H 5.3385 0.4337 1.2347 0.18 0.21 -0.17
H -4.7481 0.5007 1.2034 1.48 -0.85 -0.34
H -3.0837 -1.6430 3.8592 -0.50 -1.42 0.82
O -0.1370 2.1927 2.2645 -0.61 0.58 -0.93
H -0.1524 -4.4427 1.3688 0.56 0.14 -1.12
O 7.7226 -2.7633 -0.4401 -0.37 -0.03 -0.15
H -2.9096 -3.4690 3.6908 -0.73 1.30 1.16
H 4.0832 -3.0401 -1.6118 0.22 -0.07 0.10
O -4.8474 -2.4568 1.4492 1.73 2.40 0.38
H 4.9664 5.0788 -2.1054 0.02 -0.13 0.21
O 6.2170 4.0170 -0.8147 -0.25 -0.46 0.04
C 0.2798 0.8343 0.1686 -0.56 0.12 1.50
O -2.8029 -4.7640 1.1837 3.64 2.60 -0.90
H -5.7338 5.2777 -3.6646 -0.04 -0.07 -0.03
H -6.3307 -0.6181 -1.1947 0.13 0.11 -0.11
H -4.9710 3.8242 -3.0000 -0.14 0.06 0.03
C -5.6844 4.1897 -3.7417 0.26 -0.16 0.04
H -4.8233 -0.5642 -2.1696 -0.11 0.06 0.15
C 3.8913 -4.3472 0.1130 0.23 -0.27 0.04
H -0.9812 2.6734 2.4377 1.12 -0.66 -0.25
O 5.5657 -2.6118 -0.2027 0.61 0.05 -0.30
H 4.6361 6.0152 0.2176 0.00 0.01 -0.16
H -6.6414 -2.3862 2.5216 1.80 0.48 0.04
H -6.0796 -1.7632 -2.5209 -0.10 0.23 -0.18
H -3.1833 -2.6926 5.4058 -0.56 -0.07 -1.80
H 8.9176 -4.4399 -0.6632 -0.06 0.04 -0.18
H 4.4508 1.8494 1.8238 -0.11 0.00 -0.16
H 4.0773 -4.3119 1.1904 -0.12 0.11 -0.06
H 6.6517 5.5789 -2.0454 0.06 -0.31 0.15
C 0.1815 2.3079 0.8482 -0.14 -0.35 -0.87
O 5.7695 2.1816 0.2621 -0.15 0.42 -0.33
C -5.5386 -2.0654 2.6641 -1.73 -0.46 1.39
H -7.7531 3.9901 -4.2673 0.02 -0.35 -0.01
O 1.2743 -2.4568 -0.0070 -4.22 -0.22 1.45
H 8.8106 -3.3833 -2.1113 -0.11 -0.11 0.15
C 0.0817 -2.5687 0.3488 0.38 0.56 -0.19
O -7.0236 2.1595 -3.7573 -0.04 -0.41 0.34
C -7.0559 3.5744 -3.5362 0.11 0.64 0.04
C -2.4754 0.7370 0.6938 0.44 -3.44 0.30
C 8.8537 -3.4097 -1.0204 0.42 -0.12 -0.14
C -1.9997 -3.8453 0.9216 -2.06 1.70 0.25
H -5.2873 3.9207 -4.7244 -0.15 0.11 0.01
H -5.5770 -0.9321 2.8449 0.45 -1.60 -0.50
H 1.1789 2.8667 0.7401 -1.51 -0.83 0.02
C -5.9013 -0.7389 -2.1917 0.21 -0.43 0.27
C 5.2243 3.2689 -0.3060 0.15 0.11 0.13
C 6.5430 -3.2267 -0.8878 -0.26 -0.09 0.19
H 9.7475 -2.8744 -0.6976 -0.27 0.09 0.12
```
Positions in Å, forces in eV/Å.

Atom charges from the Mulliken analysis, given in e for atoms 1 to 5: atom 1 (C): -1.085, atom 2 (C): 0.236, atom 3 (C): -0.544, atom 4 (H): 0.212, atom 5 (O): -0.558

(2)
The following is a DFT calculation (the ωB97M-V functional and the def2-TZVPD basis) of a 7-piece molecular cluster, C25H39O13 overall at a distorted geometry.

F_max	0.1290	hartree/bohr
ΔE to the lowest compared entry with this formula, charge and spin	215.8	kJ/mol
orbital gap (spin up / spin down)	9.94 / 7.97	eV
2S+1	2
net charge	0
lowest unoccupied orbital energy (spin up / spin down)	-0.1 / -2.1	eV
expectation value of S²	0.75

XYZ file:
```
77
Properties=species:S:1:pos:R:3:forces:R:3
C -4.1252 0.0011 -4.1558 -0.56 -1.38 1.40
C 0.5513 0.1181 -4.4759 -0.83 0.41 -0.80
H -3.8762 0.6214 1.8195 0.04 -0.19 -0.80
H 5.3545 5.4503 1.8691 0.46 -1.01 0.15
H 1.6965 -1.6229 -2.3748 0.73 -0.25 0.33
C 2.9267 -0.6283 1.7822 1.23 0.57 -1.04
O 3.4098 -0.9633 4.0214 1.00 -0.29 1.39
C -1.7667 -5.0000 0.0776 -0.68 -0.42 0.76
C -0.3075 1.0107 -0.5657 0.18 1.22 -1.14
C 3.2043 3.3031 1.3245 0.46 0.29 0.68
O 1.9387 4.7807 -0.1773 3.07 -0.69 3.76
C 2.7879 4.6063 0.7560 -4.00 0.80 -5.23
H -4.3106 -0.6839 -2.0486 -0.40 -0.10 -0.41
H 0.2121 0.2812 -5.4989 0.59 0.10 -0.20
O 1.2554 -1.3306 3.3720 4.14 0.87 -0.27
C -2.3681 -1.0013 4.0236 1.40 -1.03 1.43
H -2.7566 -0.2069 -2.5962 0.19 -0.01 0.32
O -4.3611 -2.1430 4.8042 1.92 1.28 -2.84
H -1.7313 -1.8856 4.0472 0.47 0.14 -0.13
O -4.3172 -1.0042 2.8819 -1.33 -0.17 -2.19
H 4.9934 -0.1230 1.3013 0.12 -0.12 0.08
H 3.0862 -1.4489 1.0826 0.05 -0.61 0.45
H -0.0621 -1.8362 -3.5982 -0.11 0.15 -0.18
C -1.2188 -2.8944 -0.6556 5.44 1.61 -0.56
H 5.3275 -0.0617 3.8950 -0.17 -0.60 0.84
H -4.8297 -0.8160 -4.3110 0.04 0.05 -0.61
H -0.7869 -2.7441 1.3177 0.43 -0.26 0.92
H 4.3406 1.0116 2.4327 -0.77 0.13 -0.34
H -0.6850 0.0328 -0.8644 -0.05 -0.02 -0.64
H -2.1310 0.9500 3.0666 -0.33 -0.03 0.65
O 0.0944 1.8586 -1.6457 -0.55 -1.47 1.15
C 4.6930 -0.7791 3.3746 0.10 0.56 -0.06
C -0.3453 -3.3793 0.5499 -1.12 2.33 0.69
H 2.2537 -0.0178 1.1802 -0.19 0.37 0.73
H -0.2339 0.6546 -3.9433 0.16 -0.16 0.65
H -3.3346 -0.9605 1.0781 0.33 0.16 -0.03
O -5.7185 2.8663 -3.2622 -0.72 1.11 -0.34
H 3.0795 3.9645 3.3465 0.04 -0.09 0.12
O -0.6824 -4.7297 0.8329 0.56 0.50 -0.82
H -2.2161 -0.5057 4.9824 -0.18 -0.13 0.00
O 2.2852 1.9129 -4.4318 -1.15 -3.78 1.06
H 0.6001 0.7541 -0.0192 0.18 0.29 0.29
O 3.5278 5.6033 1.1940 -0.98 1.80 -0.38
C 2.0260 -1.3711 -3.3828 -1.47 -1.59 0.78
C -2.2656 -3.8446 -0.6743 -1.96 0.48 -1.12
C -3.7281 -1.5204 3.9191 -2.85 -1.20 4.76
H -1.2294 -0.2497 2.3688 0.03 -0.52 -0.21
H 2.6610 -2.1498 -3.8054 0.67 0.44 0.35
C 4.2874 -0.0333 2.1270 0.86 0.05 -1.23
H -3.2074 2.0590 -2.0296 0.13 0.11 -0.58
C -4.9586 1.9588 -3.3144 0.13 1.02 3.04
C 0.7335 -1.3661 -4.1763 -0.36 0.55 -0.65
H -1.0607 1.5033 0.0492 0.18 0.03 0.30
H -3.1998 -0.1962 -4.6970 -0.34 0.79 -0.71
H 5.1822 -1.7509 3.3072 -0.08 0.07 -0.28
H -0.5978 -2.9666 -1.5485 0.11 -0.01 -0.31
C 3.8668 3.8636 2.5995 1.10 -0.61 1.06
H 4.3320 5.9864 3.0907 -0.80 -0.06 0.08
H 3.8121 2.8546 0.5387 0.58 -0.03 0.26
H 0.7126 -3.1177 0.5266 0.01 -0.74 -0.21
C -4.0927 1.4474 -2.2033 0.48 -0.55 0.95
H -2.4331 -4.1897 -1.6945 -0.89 0.07 0.25
H -1.3938 -1.8239 -0.5479 -0.56 -0.20 0.15
H 2.3764 2.6080 1.4639 -0.04 0.33 0.28
C -3.8136 0.0406 -2.6936 2.15 -0.85 1.99
C -3.3929 -0.3432 1.9746 -1.25 0.26 1.21
O -4.7951 1.2036 -4.3362 -0.45 -0.46 -4.72
C -2.1911 -0.1196 2.8651 1.86 1.40 -1.89
C 2.4664 -1.0314 3.1316 -6.30 -1.01 -0.35
C 4.3597 5.2648 2.2742 0.38 0.03 -0.64
H 0.8445 -1.8999 -5.1201 -0.07 -0.10 0.09
H -4.5380 1.4151 -1.2089 -0.59 0.26 -0.30
H 4.7201 3.3756 3.0705 -0.28 -0.76 -0.11
O -2.2990 -6.0462 0.0341 -0.37 -2.12 0.29
C 1.8772 0.7770 -4.1368 0.39 3.15 -0.94
H -3.0652 -3.2628 -0.2159 -1.01 -1.28 0.04
O 2.5503 -0.0898 -3.3444 1.41 1.10 -0.44
```
Positions in Å, forces in eV/Å.

Atom charges from the Mulliken analysis, given in e for atoms 1 to 5: atom 1 (C): -0.438, atom 2 (C): 0.010, atom 3 (H): 0.253, atom 4 (H): 0.289, atom 5 (H): -0.077

(3)
The following is a DFT calculation (the ωB97M-V functional and the def2-TZVPD basis) of C25H39ORu as an isolated structure at a distorted geometry.

F_max	0.0659	hartree/bohr
orbital gap (spin up / spin down)	7.06 / 4.63	eV
2S+1	5
net charge	+1
lowest unoccupied orbital energy (spin up / spin down)	-2.7 / -6.6	eV
expectation value of S²	6.02

XYZ file:
```
66
Properties=species:S:1:pos:R:3:forces:R:3
H 0.0351 4.3499 -3.6114 0.21 0.17 -0.10
H 2.3217 -0.4848 4.8624 0.04 0.07 -0.01
H 2.7679 -0.3030 3.1641 -0.18 0.17 0.13
H -1.1793 -3.3967 -3.1145 0.51 0.03 -0.12
H -4.2351 1.0354 -0.8571 0.37 -0.13 -0.36
H -3.4159 1.7816 -2.2926 -0.18 -0.56 0.72
H 1.1841 -3.6878 2.1292 -0.01 0.12 -0.31
H 2.5303 -0.3473 1.0472 0.25 -0.12 -0.11
H -0.3187 -2.7872 2.1727 -0.09 -0.04 0.16
C 0.7794 0.4295 3.7086 -0.28 0.26 -0.25
C 2.9286 -1.0672 0.3180 0.46 0.71 0.27
C -2.6709 2.6645 0.4583 -0.20 0.70 -0.14
H 0.3073 -4.3266 -3.4187 -0.12 0.43 0.13
C 1.6593 -2.0302 -1.7290 -1.37 0.13 0.75
H 1.7165 2.8148 2.6740 -0.11 0.08 -0.01
H -0.0824 4.3452 3.3530 0.02 -0.05 0.01
C -1.2426 2.0911 -1.4757 2.99 -1.48 0.59
H -1.9623 -1.5020 1.3621 -0.04 0.57 -0.56
H -1.1138 0.7825 1.3109 0.30 -0.13 -0.54
C 0.3854 1.0483 -2.9785 -0.04 -0.32 0.01
H 2.7347 -0.4978 -2.7279 0.16 -0.05 -0.07
C 0.4753 -2.8046 -1.9013 0.04 0.01 0.57
C -2.0896 -0.9128 0.4331 -0.51 0.80 0.40
C 1.8072 -1.7740 -0.3327 -0.51 -1.28 0.32
C -0.0779 -3.3169 -3.1746 -0.40 -0.22 -0.73
H 3.6158 -1.7465 0.8490 -0.27 0.12 -0.18
H -0.0942 2.9839 4.4728 0.04 0.10 -0.16
H 0.2393 -0.5171 3.5958 0.02 0.22 0.14
H -1.4814 4.2287 -1.6653 0.69 -0.59 -0.07
C -1.5697 0.4330 0.3765 -0.95 -0.75 -0.20
C 0.6706 2.5455 2.4727 0.52 -0.51 0.03
C -1.1354 -4.0965 -0.3583 -0.55 -0.33 0.16
H -3.4504 2.2223 1.0588 -0.30 0.10 0.35
C 0.7112 -2.7439 1.8262 -0.13 0.06 0.90
H -1.8846 3.0653 1.0992 0.03 -0.19 -0.02
H -1.4302 -4.1033 0.6875 -0.11 -0.02 0.06
C -0.0709 3.4058 -3.1106 0.58 -0.11 -1.09
H -3.0147 0.0918 -1.8261 -0.22 0.72 0.24
H 1.2018 -1.9472 2.3841 0.05 -0.03 -0.03
H -3.0677 3.4976 -0.1103 -0.40 0.29 0.06
C -0.1229 1.0809 -1.6296 -0.22 -1.09 1.10
H -0.7966 -5.1057 -0.6090 0.12 0.09 0.02
H -2.0174 -3.9020 -0.9590 -0.24 -0.03 -0.05
H 0.4670 2.8114 1.4265 -0.01 0.12 0.22
C -3.2839 1.0933 -1.4191 -0.91 -0.24 -0.65
C 2.2423 0.1783 3.9969 0.17 0.11 0.26
C -0.9297 3.3259 -2.0107 -1.94 0.66 -0.02
C -2.1767 1.6213 -0.4929 -0.55 -1.64 1.05
H 3.5222 -0.5046 -0.4154 -0.12 -0.12 0.21
H 2.7452 1.1154 4.2567 0.08 -0.17 -0.12
C 0.4729 2.2413 -3.6506 0.62 2.12 -0.43
Ru -0.2780 -0.9068 -0.6838 -0.18 1.58 -0.58
O 0.5569 1.1148 2.4713 -0.09 0.14 0.09
H 0.5975 1.4421 -0.8692 0.36 -0.11 -0.12
C -0.0929 -3.0855 -0.6052 0.94 -0.02 -0.53
H 2.1721 -1.7938 -3.7928 0.00 0.02 0.05
H -1.3071 3.0850 3.1901 0.10 -0.05 0.07
C 0.7473 -2.4793 0.3798 1.19 0.02 -0.83
H -3.0276 -1.1763 -0.0892 0.76 0.03 -0.02
H 0.1750 -2.6499 -4.0151 -0.17 -0.32 0.22
H 3.5502 -2.0617 -2.7374 -0.15 0.02 0.10
C -0.2557 3.2695 3.4300 -0.21 0.01 -0.03
H 0.6032 0.1137 -3.4775 -0.09 -0.01 -0.07
C 2.5703 -1.5758 -2.8010 0.30 0.34 -0.36
H 1.0670 2.3182 -4.5451 -0.16 -0.04 -0.46
H 0.3154 1.0075 4.5194 0.10 -0.37 -0.03
```
Positions in Å, forces in eV/Å.

Atom charges from the Mulliken analysis, given in e for atoms 1 to 5: atom 1 (H): 0.452, atom 2 (H): 0.420, atom 3 (H): 0.201, atom 4 (H): 0.357, atom 5 (H): 0.410